1.
15
Properties=species:S:1:pos:R:3:lowdin_charge:R:1 method="wB97M-V/def2-TZVPD" largest_force_ev_per_a=4.36 total_charge=0 gap_ev=9.1149
C 1.68026 -0.98247 -0.51469 0.04
C 0.56627 -0.20529 -0.54414 -0.42
O -0.08934 0.03318 -1.74989 0.01
C -0.12681 0.19369 0.72381 -0.33
C -1.54935 -0.29121 0.89490 -0.06
N -0.05244 1.69283 0.32432 0.03
H 2.17173 -1.31406 -1.42176 0.05
H 2.06950 -1.36341 0.42293 0.05
H 0.36122 -0.47669 -2.44218 0.11
H 0.48022 0.02803 1.61700 0.14
H -2.08459 0.31695 1.63212 0.08
H -2.12001 -0.26014 -0.03830 0.08
H -1.54546 -1.33013 1.24508 0.08
H 0.90310 2.03809 0.31112 0.07
H -0.66431 1.92065 -0.46032 0.07


2.
132
Properties=species:S:1:pos:R:3:lowdin_charge:R:1 method="wB97M-V/def2-TZVPD" largest_force_ev_per_a=2.48 total_charge=-1 gap_ev=1.6282
C -0.13007 -8.58528 0.73498 -0.03
C 0.66911 -7.28261 0.86137 -0.31
C 1.24894 -6.68307 -0.38205 -0.23
O 1.90372 -5.49263 -0.07292 -0.17
C 2.40861 -4.85874 -1.24647 -0.07
N -0.16156 -6.24053 1.57946 0.25
H -0.45988 -6.67815 2.44938 0.16
H 0.36732 -5.41979 1.87537 0.16
H -0.98986 -5.99005 1.01756 0.17
H -1.00744 -8.55249 0.08796 0.10
H -0.44011 -8.99540 1.69771 0.08
H 0.50724 -9.35595 0.29756 0.09
H 1.48193 -7.49943 1.55954 0.15
H 0.51643 -6.56216 -1.18927 0.13
H 1.94664 -7.43906 -0.77749 0.14
H 3.06192 -4.09974 -0.82120 0.07
H 1.63594 -4.35258 -1.82526 0.07
H 2.95206 -5.51336 -1.93223 0.10
C 0.74758 -1.42260 -0.70595 -0.03
C -0.11641 -0.31174 -1.28872 -0.25
C -0.22671 0.89921 -0.38132 -0.16
O -0.83676 1.96298 -1.10589 -0.17
C -1.12944 3.10956 -0.37420 -0.14
N 0.60185 0.14015 -2.55697 0.25
H 0.24431 1.05765 -2.85350 0.13
H 1.62023 0.28147 -2.39609 0.10
H 0.60191 -0.49836 -3.37047 0.13
H 0.40748 -1.75564 0.27352 0.07
H 1.79264 -1.09488 -0.70024 0.04
H 0.71819 -2.23340 -1.43568 0.08
H -1.12486 -0.64270 -1.54441 0.14
H 0.79014 1.20321 -0.07051 0.13
H -0.74524 0.72443 0.56823 0.12
H -1.85322 3.73592 -0.89440 0.09
H -0.20073 3.67227 -0.19691 0.06
H -1.50832 2.87013 0.63433 0.07
C -3.09595 5.38740 1.48707 -0.03
C -2.02828 6.01414 2.36819 -0.30
C -0.57905 5.74325 2.00063 -0.21
O -0.46363 6.29931 0.71813 -0.19
C 0.90377 6.42530 0.27265 -0.05
N -2.26450 7.49568 2.59512 0.23
H -3.16855 7.69944 3.02372 0.17
H -1.63371 7.90679 3.28437 0.17
H -2.18465 7.94686 1.67980 0.18
H -3.18415 5.81499 0.48531 0.10
H -4.06650 5.52061 1.97019 0.07
H -2.97149 4.32670 1.27442 0.07
H -2.22205 5.59414 3.36026 0.15
H -0.42635 4.65812 1.97049 0.13
H 0.07245 6.09012 2.81521 0.13
H 1.35269 7.31866 0.70553 0.09
H 0.91587 6.38013 -0.81349 0.08
H 1.47299 5.53330 0.54924 0.09
C -5.39193 3.25337 3.04303 -0.05
C -5.09496 2.14783 2.02972 -0.33
C -4.19904 1.08627 2.59393 -0.20
O -2.92477 1.61110 2.87369 -0.18
C -2.17850 0.71729 3.68342 -0.09
N -6.34272 1.54704 1.44900 0.22
H -6.06056 0.97167 0.63080 0.10
H -6.82340 0.85157 2.02132 0.17
H -6.97020 2.26659 1.10400 0.16
H -6.03217 4.02424 2.60354 0.08
H -4.39745 3.59812 3.30779 0.07
H -6.04125 2.85785 3.82789 0.09
H -4.66450 2.64671 1.15652 0.15
H -4.17701 0.20184 1.94265 0.15
H -4.66734 0.83781 3.56323 0.14
H -2.19073 1.06006 4.73026 0.08
H -1.14540 0.69571 3.34920 0.07
H -2.64914 -0.26384 3.68784 0.08
C 6.58883 0.11377 0.45417 -0.02
C 5.47798 0.87414 1.15408 -0.31
C 4.28243 0.04245 1.48193 -0.19
O 3.32891 0.87175 2.10849 -0.18
C 2.31860 0.11222 2.74335 -0.10
N 6.01510 1.49639 2.42858 0.22
H 6.66049 0.85335 2.88749 0.16
H 6.59356 2.30223 2.19342 0.17
H 5.21565 1.79584 2.99314 0.16
H 6.29484 -0.29402 -0.51341 0.08
H 6.92381 -0.71836 1.08025 0.09
H 7.39683 0.80920 0.21537 0.09
H 5.22792 1.73347 0.52851 0.17
H 4.63808 -0.79024 2.11278 0.14
H 3.82524 -0.40773 0.59288 0.14
H 2.67163 -0.51874 3.56389 0.09
H 1.72638 -0.50219 2.05793 0.08
H 1.57822 0.81415 3.12945 0.08
C 0.58216 -2.87509 -6.95455 -0.06
C 0.49293 -1.87288 -5.81230 -0.81
O 1.53429 -1.54883 -5.18898 -0.10
O -0.64818 -1.39038 -5.61549 -0.09
H -0.01157 -2.48400 -7.78006 0.06
H 0.30481 -3.90071 -6.70121 0.05
H 1.61762 -2.99048 -7.29531 0.05
C -4.28010 1.48434 -2.27721 -0.04
C -4.23493 0.13555 -1.57477 -0.73
O -5.09647 -0.09825 -0.64109 -0.15
O -3.34842 -0.66473 -1.85210 0.03
H -3.65341 1.49385 -3.16937 0.08
H -3.79496 2.17652 -1.57603 0.04
H -5.25078 1.87056 -2.59596 0.05
C -0.44247 -2.35406 3.55403 -0.05
C -1.46891 -2.63551 2.46075 -0.79
O -2.08643 -3.73253 2.47259 -0.10
O -1.78763 -1.70214 1.69575 -0.05
H -0.98972 -2.08132 4.46106 0.06
H 0.11703 -1.46145 3.26408 0.03
H 0.26778 -3.14796 3.79333 0.05
C -0.52446 -5.00832 -3.38668 -0.04
C -1.54956 -4.71252 -2.27494 -0.77
O -1.19854 -4.14827 -1.20485 -0.09
O -2.70356 -5.12781 -2.53411 -0.10
H -0.22469 -4.10933 -3.93504 0.07
H -0.93658 -5.62758 -4.18398 0.06
H 0.35901 -5.50660 -2.97842 0.02
C 4.27470 -1.76567 -2.05871 -0.04
C 4.27928 -0.35621 -2.60597 -0.77
O 3.48596 0.47406 -2.05434 -0.12
O 5.11143 -0.01283 -3.46360 -0.04
H 4.64715 -2.47793 -2.79387 0.08
H 3.30577 -2.04811 -1.66084 0.03
H 5.04438 -1.73016 -1.27633 0.04
C 1.64348 4.00847 -2.28414 -0.05
C 1.87433 3.60225 -3.73739 -0.78
O 2.81830 4.17048 -4.33881 -0.10
O 1.11714 2.74951 -4.26038 -0.06
H 0.93951 4.84837 -2.22291 0.05
H 2.59284 4.37478 -1.87731 0.06
H 1.28555 3.23242 -1.60623 0.04


3.
21
Properties=species:S:1:pos:R:3:lowdin_charge:R:1 method="wB97M-V/def2-TZVPD" largest_force_ev_per_a=8.67 total_charge=0 gap_ev=9.5856
C 0.90650 0.17881 1.76387 0.00
C 0.41286 0.30809 0.18865 -0.52
C 0.30453 1.70913 -0.58220 -0.10
C 1.07282 -0.47121 -0.76388 -0.24
C -1.09560 -0.25886 0.24880 -0.42
H 1.97306 0.21347 1.63848 0.05
H 0.77819 -0.90513 2.22068 0.11
H 0.31359 0.79749 2.40696 0.07
H -0.10050 2.00218 -1.55227 0.07
H 1.38354 1.73054 -0.57132 0.05
H -0.10889 2.68435 0.06372 0.13
H 2.24249 -0.69544 -0.39109 0.16
H 1.19193 0.05863 -2.05530 0.20
H -0.85464 -1.99520 -1.50344 0.23
H 0.55300 -2.56074 -1.65273 0.04
H -1.99123 1.41159 -0.47037 -0.04
H -3.12056 0.34668 0.20000 0.13
H -0.52454 -1.80512 1.01231 0.02
N 0.32032 -1.97311 -0.76087 -0.08
N -2.23119 0.50532 -0.42092 0.08
N -1.42567 -1.28144 0.98092 0.06


4.
24
Properties=species:S:1:pos:R:3:lowdin_charge:R:1 method="wB97M-V/def2-TZVPD" largest_force_ev_per_a=1.23 total_charge=0 gap_ev="7.9399 / 6.6765"
C -1.48074 -0.86437 -0.07922 -0.55
C 0.76172 0.46946 0.58336 -0.29
C 1.15406 -0.38703 -0.36838 -0.06
C -1.81394 -0.44910 -1.47794 -0.08
C 3.42091 0.79834 0.48636 0.01
C 0.31341 1.86753 0.34752 -0.11
N -1.23556 -2.22145 0.23574 0.05
N -2.22142 -0.20685 0.90234 0.07
H 0.72813 0.11674 1.60768 0.11
H -0.60896 -2.67237 -0.41647 0.06
H -2.09129 -2.77772 0.33553 0.08
H -3.11445 0.18957 0.63277 0.08
H -2.22948 -0.65047 1.80845 0.08
H 1.47003 -1.38891 -0.11911 0.07
H 1.21205 -0.08372 -1.40564 0.08
H -1.69709 0.62784 -1.61468 0.07
H -2.86389 -0.70683 -1.72429 0.08
H -1.17592 -0.95534 -2.20111 0.07
H 0.41952 2.15528 -0.69934 0.08
H 4.01112 -0.07365 0.22932 -0.01
H 3.47760 1.63179 -0.20415 -0.01
H 3.40222 1.05600 1.53971 -0.01
H -0.73504 1.96395 0.64496 0.06
H 0.89701 2.56130 0.95659 0.07